No. 1
Computed, not measured: C31H53NPRhSe2Si4 as an isolated structure at a distorted geometry, with ωB97M-V/def2-TZVPD.

The geometry in XYZ format:
```
93
Properties=species:S:1:pos:R:3:lowdin_charge:R:1
Rh 0.2197 -0.1900 0.7400 0.10
N -1.7206 -1.0619 0.5205 -0.04
C -1.6979 -2.4922 0.7651 -0.29
C -2.7312 -3.1231 1.4315 0.00
C -2.6570 -4.4976 1.6204 -0.03
C -1.5698 -5.2203 1.1482 -0.04
C -0.5349 -4.5728 0.4909 -0.05
C -0.5918 -3.1963 0.2943 -0.31
P 0.7386 -2.2211 -0.4647 1.07
C 2.2501 -3.0343 0.0933 -0.39
C 3.0706 -3.7407 -0.7835 -0.06
C 4.1923 -4.4000 -0.2960 -0.04
C 4.4882 -4.3704 1.0582 -0.04
C 3.6562 -3.6883 1.9393 -0.05
C 2.5431 -3.0219 1.4575 -0.13
C 0.6229 -2.4563 -2.2542 -0.38
C 1.5487 -1.8658 -3.1147 -0.13
C 1.4238 -2.0220 -4.4832 -0.05
C 0.3765 -2.7704 -5.0083 -0.04
C -0.5394 -3.3731 -4.1601 -0.05
C -0.4192 -3.2165 -2.7854 -0.08
H -1.9608 -0.8903 -0.4562 0.07
H -2.4595 -0.6207 1.0605 0.05
H -3.5868 -2.5632 1.7893 0.13
H -3.4558 -5.0057 2.1433 0.12
H -1.5222 -6.2885 1.3069 0.12
H 0.3253 -5.1329 0.1449 0.13
H 2.8525 -3.7746 -1.8420 0.11
H 4.8325 -4.9408 -0.9796 0.12
H 5.3619 -4.8876 1.4310 0.12
H 3.8744 -3.6849 2.9991 0.12
H 1.8763 -2.5223 2.1550 0.08
H 2.3829 -1.2934 -2.7219 0.09
H 2.1476 -1.5654 -5.1448 0.12
H 0.2797 -2.8889 -6.0790 0.12
H -1.3479 -3.9680 -4.5625 0.12
H -1.1413 -3.6969 -2.1391 0.11
C 3.7864 -0.1313 -0.1102 -0.29
Se 2.3627 0.8225 0.8014 0.94
C 2.9972 0.5295 2.6224 -0.47
C 1.9242 0.9615 3.5964 -0.49
Se 0.2976 -0.0841 3.2840 0.99
C -0.8021 0.7726 4.6466 -0.32
H 3.8629 -1.1572 0.2308 0.02
H 4.6957 0.4257 0.1073 0.05
H 3.5832 -0.0773 -1.1767 0.02
H 3.9027 1.1227 2.7483 0.10
H 3.2504 -0.5259 2.7250 0.07
H 1.6656 2.0157 3.4891 0.06
H 2.2411 0.7799 4.6228 0.09
H -0.8691 1.8395 4.4661 0.02
H -0.3314 0.5643 5.6042 0.05
H -1.7856 0.3141 4.6119 0.03
C -1.3225 3.3122 -3.1090 -0.19
Si -0.5704 1.7074 -2.5108 0.36
C 1.2364 1.5522 -2.9834 -0.20
C -1.5355 0.2742 -3.2180 -0.19
Si -0.7609 1.8444 -0.1606 0.45
Si -3.0244 1.9943 0.4711 0.37
C -3.2743 1.5125 2.2872 -0.20
C -4.1805 0.9499 -0.5960 -0.21
C -3.6333 3.7495 0.2664 -0.20
Si 0.1548 3.8804 0.7109 0.36
C -0.6230 5.2895 -0.2433 -0.20
C 1.9952 4.2414 0.6503 -0.23
C -0.3613 3.9155 2.5157 -0.20
H -1.2697 3.3113 -4.2017 0.05
H -0.8005 4.1968 -2.7532 0.01
H -2.3755 3.4005 -2.8348 0.03
H 1.3595 1.4074 -4.0586 0.05
H 1.6632 0.6789 -2.4861 -0.02
H 1.8150 2.4322 -2.6949 0.04
H -1.4633 0.2879 -4.3085 0.05
H -2.5966 0.3101 -2.9645 0.02
H -1.1232 -0.6759 -2.8856 0.00
H -2.5510 0.7815 2.6581 -0.03
H -4.2798 1.1367 2.4835 0.05
H -3.1428 2.4043 2.9049 0.04
H -3.8403 -0.0552 -0.8474 0.01
H -4.3448 1.4659 -1.5456 0.04
H -5.1575 0.8541 -0.1177 0.05
H -3.2465 4.4299 1.0249 0.03
H -4.7227 3.7283 0.3563 0.05
H -3.4054 4.1566 -0.7202 0.02
H -0.0982 5.4524 -1.1849 0.03
H -0.4698 6.1865 0.3645 0.06
H -1.6898 5.2039 -0.4427 0.00
H 2.4476 3.9797 -0.3079 0.03
H 2.5566 3.7472 1.4418 0.00
H 2.1234 5.3181 0.7891 0.05
H -1.4033 4.2126 2.6485 0.03
H 0.2544 4.6027 3.0989 0.05
H -0.2482 2.9093 2.9199 -0.03
```

Values from the calculation:
HOMO (alpha / beta) (eV): -13.22 / -13.22
Charge: +2


No. 2
Computed, not measured: one molecule with the formula C5H7NO, with ωB97M-V/def2-TZVPD.

The geometry in XYZ format:
```
14
Properties=species:S:1:pos:R:3:lowdin_charge:R:1
C 1.8158 0.7263 0.1319 -0.01
C 0.4504 0.2856 -0.2685 -0.29
O 0.0056 0.7130 -1.4876 0.02
C -1.2553 0.2461 -1.6420 -0.13
C -1.6330 -0.4862 -0.5685 -0.01
C -0.5127 -0.4647 0.3340 -0.29
N -0.4523 -1.1584 1.5637 0.08
H 2.1656 0.1516 0.9952 0.07
H 2.5314 0.5826 -0.6861 0.09
H 1.8224 1.7875 0.4106 0.09
H -1.7411 0.5129 -2.5695 0.12
H -2.5768 -0.9942 -0.4167 0.11
H -1.0995 -0.7720 2.2422 0.08
H 0.4795 -1.1302 1.9614 0.07
```

Values from the calculation:
HOMO (eV): -7.98
Charge: 0


No. 3
Computed, not measured: C4H9FNOS as an isolated structure at a distorted geometry, with ωB97M-V/def2-TZVPD.

The geometry in XYZ format:
```
17
Properties=species:S:1:pos:R:3:lowdin_charge:R:1
C 1.2250 0.1078 -0.7268 -0.05
C -0.0027 0.8616 0.9746 -0.10
C -0.1189 -0.6027 -1.0155 -0.34
C -0.9275 0.0061 0.1236 -0.63
N 1.3370 0.2270 0.7397 0.09
O 0.0273 -2.0285 -1.0493 0.01
F -1.1758 -1.3030 1.1530 -0.16
S -2.4202 0.6615 -0.4671 0.95
H 2.0925 -0.3543 -1.0826 0.14
H 0.9806 1.0763 -1.0292 0.13
H 0.0132 1.8469 0.6087 0.13
H -0.1524 0.9109 1.9955 0.13
H -0.4715 -0.1628 -1.9444 0.14
H 1.2796 -0.7758 1.2357 0.26
H 2.1813 0.7803 1.0513 0.22
H -0.8610 -2.4290 -1.2315 0.14
H -3.0065 1.1777 0.6644 -0.05
```

Values from the calculation:
HOMO (eV): -14.35
Charge: +1


No. 4
Computed, not measured: C36H37BrN7OPb as an isolated structure, with ωB97M-V/def2-TZVPD.

The geometry in XYZ format:
```
83
Properties=species:S:1:pos:R:3:lowdin_charge:R:1
Pb -0.1987 -0.3913 -0.4023 1.46
Br 2.4835 9.3114 6.2992 0.96
C 2.8650 8.5337 4.6714 -0.65
C 3.2303 7.1685 4.6371 -0.08
C 3.4807 6.5726 3.4370 0.03
C 3.3623 7.3417 2.2495 -0.23
C 3.0729 8.7261 2.3017 0.05
C 2.8037 9.3127 3.5102 -0.07
N 3.4746 6.8344 1.0061 0.20
N 3.6987 5.6670 0.7290 0.16
C 3.3065 4.4993 0.4293 -0.13
C 4.3264 3.4562 0.2462 0.06
C 3.9850 2.1684 0.1909 0.06
C 2.5777 1.7494 0.2668 -0.30
O 2.2571 0.5814 0.4070 -0.05
C 1.5313 2.8209 0.1615 -0.15
N 0.2827 2.4004 -0.0420 0.06
C -0.6739 3.3162 -0.1689 -0.08
C -0.4189 4.6854 -0.1370 0.01
C 0.8769 5.1179 0.0613 0.04
C 1.8779 4.1654 0.2283 -0.06
H 3.3275 6.6194 5.5626 0.12
H 3.8082 5.5417 3.3855 0.13
H 3.0630 9.2964 1.3820 0.14
H 2.5586 10.3631 3.5756 0.13
H 5.3609 3.7721 0.2020 0.14
H 4.7282 1.3872 0.1011 0.14
H -1.6805 2.9491 -0.3316 0.12
H -1.2219 5.3914 -0.2949 0.13
H 1.1076 6.1764 0.0626 0.13
C -7.6721 -0.4027 -0.1823 -0.05
C -6.7669 -0.4441 1.0477 -0.55
C -7.1037 0.7444 1.9627 -0.03
C -7.0082 -1.7639 1.8010 -0.02
C -5.2963 -0.3668 0.6726 -0.11
C -4.8474 -0.2562 -0.6408 0.04
C -3.4911 -0.2289 -0.8964 -0.11
N -2.5696 -0.2797 0.0702 -0.07
C -2.9741 -0.3628 1.3515 -0.20
C -4.3145 -0.4170 1.6696 0.07
C -1.8895 -0.4039 2.3771 -0.18
C -2.1491 -0.4556 3.7309 0.07
C -1.1145 -0.5294 4.6668 -0.12
C 0.1833 -0.5322 4.1622 0.04
C 0.3832 -0.4661 2.7993 -0.10
N -0.6211 -0.4008 1.9198 -0.04
C -1.4345 -0.6338 6.1476 -0.55
C -0.1714 -0.6513 7.0071 -0.05
C -2.3085 0.5598 6.5636 -0.03
C -2.2105 -1.9439 6.3766 -0.02
H -8.7101 -0.4890 0.1361 0.10
H -7.4723 -1.2307 -0.8650 0.10
H -7.5768 0.5374 -0.7292 0.10
H -8.1556 0.6966 2.2432 0.10
H -6.9329 1.6948 1.4540 0.10
H -6.5154 0.7348 2.8819 0.08
H -8.0637 -1.8433 2.0593 0.10
H -6.4364 -1.8202 2.7287 0.08
H -6.7457 -2.6244 1.1834 0.10
H -5.5370 -0.2020 -1.4696 0.12
H -3.1250 -0.1730 -1.9159 0.12
H -4.6220 -0.5094 2.7000 0.11
H -3.1705 -0.4537 4.0793 0.11
H 1.0415 -0.5974 4.8138 0.12
H 1.3848 -0.4754 2.3861 0.10
H 0.4222 0.2569 6.8803 0.09
H 0.4577 -1.5174 6.7937 0.09
H -0.4559 -0.7110 8.0567 0.10
H -1.8036 1.5081 6.3686 0.09
H -2.5124 0.5004 7.6323 0.10
H -3.2698 0.5683 6.0482 0.08
H -1.6371 -2.8083 6.0377 0.10
H -3.1717 -1.9437 5.8601 0.08
H -2.4064 -2.0659 7.4416 0.10
N 1.0914 -3.6824 -0.0646 0.00
C 0.7488 -4.9753 0.0515 -0.05
C -0.6237 -5.0282 0.1357 -0.03
C -1.0339 -3.6967 0.0562 -0.14
N 0.0108 -2.8764 -0.0674 -0.15
H 2.0175 -3.3055 -0.1749 0.17
H 1.4911 -5.7561 0.0638 0.14
H -1.2385 -5.9053 0.2308 0.12
H -2.0365 -3.2974 0.0785 0.11
```

Values from the calculation:
HOMO (eV): -16.40
Charge: +3


No. 5
Computed, not measured: a 2-piece molecular cluster, C3Cl2O overall at a distorted geometry, with ωB97M-V/def2-TZVPD.

The geometry in XYZ format:
```
6
Properties=species:S:1:pos:R:3:lowdin_charge:R:1
C 0.1311 0.3089 0.6496 -0.04
C -0.5717 0.9861 1.3482 -0.79
C 0.6547 -0.9536 -1.1558 -0.75
O 1.6494 -1.5577 -1.1172 0.11
Cl -1.2835 1.9493 2.4928 0.64
Cl -0.5799 -0.7330 -2.2175 0.83
```

Values from the calculation:
HOMO (eV): -9.63
Charge: 0


No. 6
Computed, not measured: a 3-piece molecular cluster, CH9N2O2 overall at a distorted geometry, with ωB97M-V/def2-TZVPD.

The geometry in XYZ format:
```
14
Properties=species:S:1:pos:R:3:lowdin_charge:R:1
N -0.3688 0.7058 1.4609 0.19
C -1.2092 -0.2739 1.2609 -0.19
N -1.2697 -1.0918 0.2332 0.17
H 0.4304 0.8833 0.8013 0.08
H -0.4804 1.3297 2.2358 0.13
H -1.8394 -0.5408 2.1001 0.15
H -1.4809 -2.0531 0.4388 0.13
H -0.6864 -0.9641 -0.6341 0.07
H -0.3847 -0.0583 -2.5799 0.08
H 0.8924 -0.8918 -2.4793 0.08
O 0.0347 -0.7562 -2.0743 -0.02
H 2.7005 1.3013 0.2693 0.09
H 1.8457 1.3243 -0.9830 0.07
O 1.8156 1.0855 -0.0497 -0.03
```

Values from the calculation:
HOMO (eV): -15.13
Charge: +1


No. 7
Computed, not measured: a 2-piece molecular cluster, C7H16BrNO4P overall at a distorted geometry, with ωB97M-V/def2-TZVPD.

The geometry in XYZ format:
```
30
Properties=species:S:1:pos:R:3:lowdin_charge:R:1
C 2.9468 -1.1968 -0.2026 -0.29
C 2.7564 -1.7018 1.1935 -0.01
C -0.6678 3.5278 -0.8281 -0.07
C -2.7128 -1.2079 0.6156 -0.09
C -0.1021 2.4789 0.0360 -0.23
C -1.7143 -1.9558 -0.2276 -0.20
C 1.8226 -0.6792 -0.8854 -0.12
N 1.7966 -0.5818 -2.2267 0.27
O 4.1178 -1.3857 -0.8626 0.11
O 0.2867 -0.2384 1.2893 -0.18
O -0.1046 1.2895 -0.8210 -0.19
O -0.7495 -1.0187 -0.9369 -0.23
P 0.2440 -0.0911 -0.1075 0.46
Br 4.3184 1.5387 0.7764 0.02
H 2.2829 -2.6081 1.2963 0.08
H 3.8705 -1.8237 1.6057 0.15
H 2.2330 -0.9914 1.8193 0.08
H -1.8005 3.6111 -0.9299 0.12
H -0.4167 4.4225 -0.3740 0.06
H -0.2465 3.5483 -1.7872 0.07
H -2.4263 -0.7095 1.5162 0.06
H -3.0628 -0.2944 -0.0560 0.13
H -3.5280 -1.8496 0.9022 0.08
H -0.7124 2.3023 1.0224 0.17
H 0.8790 2.6979 0.2052 0.08
H -2.0770 -2.6695 -1.0963 0.16
H -1.0851 -2.6070 0.4622 0.12
H 1.0168 -0.2480 -2.7152 0.12
H 2.5979 -0.4809 -2.7731 0.13
H 4.7817 -1.8165 -0.3578 0.12
```

Values from the calculation:
HOMO (alpha / beta) (eV): -12.63 / -12.60
Charge: +1


No. 8
Computed, not measured: an isolated ion of composition C6H11N2 and charge +1 at a distorted geometry, with ωB97M-V/def2-TZVPD.

The geometry in XYZ format:
```
19
Properties=species:S:1:pos:R:3:lowdin_charge:R:1
C 0.2250 -0.6458 -1.2313 -0.10
C -0.0337 0.6559 -1.0496 -0.08
C -0.1111 -1.7455 -0.2706 -0.19
C 0.8294 -2.0245 0.9199 -0.04
C -0.5303 0.6668 1.2055 0.09
C -1.2588 2.6348 -0.1559 -0.01
N -0.6142 1.3100 0.0923 -0.23
N 2.1101 -1.9569 0.8432 0.22
H 0.7068 -0.9703 -2.1599 0.12
H 0.4969 1.1397 -1.8825 0.13
H -1.0497 -1.7639 0.2409 0.10
H -0.0175 -2.7332 -0.8116 0.14
H 0.3373 -2.2246 1.9910 0.20
H -0.8819 1.3486 2.0127 0.05
H -0.7048 3.1098 -0.9481 0.08
H -2.3306 2.5004 -0.2561 0.09
H -1.1535 3.3261 0.7771 0.13
H 2.6801 -2.0549 1.6206 0.12
H 2.5663 -1.6816 -0.0527 0.18
```

Values from the calculation:
HOMO (eV): -12.30
Charge: +1


No. 9
Computed, not measured: a 3-piece molecular cluster, C7H15NO2 overall at a distorted geometry, with ωB97M-V/def2-TZVPD.

The geometry in XYZ format:
```
25
Properties=species:S:1:pos:R:3:lowdin_charge:R:1
C 1.4008 2.8025 -0.7604 -0.11
C 0.6402 2.3527 0.4972 -0.25
C 1.3420 1.1299 1.1206 -0.18
C 0.9817 -0.1695 0.4693 -0.25
C 1.1995 -1.4490 1.0914 -0.06
C 0.6628 -2.3898 0.2621 -0.15
N 0.2260 -1.7829 -0.8655 0.02
C 0.3306 -0.4197 -0.7026 -0.10
H 2.3274 3.3107 -0.5084 0.07
H 0.8487 3.5078 -1.3903 0.07
H 1.5247 1.9147 -1.3759 0.06
H 0.6736 3.1434 1.2394 0.09
H -0.3955 2.1182 0.2630 0.09
H 2.4223 1.3185 1.0843 0.11
H 1.2292 1.0805 2.2059 0.11
H 1.4654 -1.5473 2.1293 0.10
H 0.6784 -3.4529 0.4535 0.11
H -0.3575 -2.2007 -1.5794 0.12
H -0.2557 0.2114 -1.3565 0.12
O -2.4787 -2.2805 -1.9074 -0.08
H -2.7698 -2.1826 -0.9829 0.00
H -2.7705 -1.5095 -2.4195 0.05
O -2.7932 -1.3275 0.6928 -0.04
H -2.9574 -0.3965 0.8872 0.06
H -3.1752 -1.7820 1.4531 0.06
```

Values from the calculation:
HOMO (eV): -7.85
Charge: 0


No. 10
Computed, not measured: one molecule with the formula C5H4N2O at a distorted geometry, with ωB97M-V/def2-TZVPD.

The geometry in XYZ format:
```
12
Properties=species:S:1:pos:R:3:lowdin_charge:R:1
O 0.6551 2.1959 -1.3346 0.05
C 1.2734 2.0940 -0.3104 -0.26
C 1.1243 0.9009 0.5837 0.07
C 0.2966 -0.1521 0.1602 -0.25
N -0.2219 -1.0871 1.2183 0.13
C -1.0864 -1.7107 0.5292 -0.21
C -1.2943 -1.3504 -0.8254 -0.08
N -0.4417 -0.3846 -1.0264 0.11
H 1.6506 3.0388 0.1853 0.12
H 1.4751 0.9383 1.5898 0.09
H -1.6628 -2.5710 0.8311 0.10
H -1.7680 -1.9119 -1.6007 0.11
```

Values from the calculation:
HOMO (eV): -9.86
Charge: 0


No. 11
Computed, not measured: a 2-piece molecular cluster, C3H5NO overall at a distorted geometry, with ωB97M-V/def2-TZVPD.

The geometry in XYZ format:
```
10
Properties=species:S:1:pos:R:3:mulliken_spin:R:1
C -1.3121 2.3377 -0.2403 0.75
C 0.6252 -0.6700 0.3691 0.01
C -0.3009 -1.3419 -0.3214 0.00
N -0.9849 2.3402 -1.3634 0.45
O -0.2450 2.4538 -2.3122 0.68
H -2.1665 2.0714 0.4912 0.11
H 1.1459 -1.1328 1.2270 0.00
H 0.7779 0.3561 0.1241 -0.01
H -1.0122 -0.7353 -0.9826 0.00
H -0.5944 -2.3229 -0.1649 0.00
```

Values from the calculation:
HOMO (alpha / beta) (eV): -6.41 / -10.22
Multiplicity: 3
Charge: 0


No. 12
Computed, not measured: C7H10ClNO4V as an isolated structure at a distorted geometry, with ωB97M-V/def2-TZVPD.

The geometry in XYZ format:
```
24
Properties=species:S:1:pos:R:3:mulliken_spin:R:1
C 1.3990 0.9200 -1.8407 -0.01
C 0.6214 2.0320 -1.4127 -0.03
C -0.7510 1.7395 -1.6591 0.03
C -0.8216 0.4416 -2.2372 0.03
C 0.5054 -0.0690 -2.3456 -0.03
V 0.0687 0.0906 -0.0397 2.10
N 0.9860 -1.2771 0.4648 -0.20
C 1.1266 0.4367 2.1943 0.01
C 0.6550 1.6265 1.6914 -0.01
H -1.5968 2.3911 -1.4309 0.01
H 1.0083 2.9610 -0.9905 0.00
H -1.7328 -0.0867 -2.5213 0.01
H 0.7865 -1.0478 -2.7359 0.00
H 2.4840 0.8249 -1.7718 0.00
H 1.3429 2.3680 1.2748 0.00
H 2.1951 0.2035 2.1937 0.00
H 1.6809 -1.9981 0.6938 0.01
H -0.3809 1.9353 1.8698 0.01
H 0.4828 -0.2228 2.7818 0.00
O -2.8807 -3.2096 0.0288 0.00
Cl -2.0300 -2.6777 1.1746 0.03
O -2.9367 -2.1751 2.2903 0.01
O -1.1401 -3.7930 1.7071 0.01
O -1.0719 -1.4139 0.6202 0.01
```

Values from the calculation:
HOMO (alpha / beta) (eV): -2.53 / -3.68
Multiplicity: 3
Charge: -1